This record from the OMol25 dataset describes 22 unconnected molecules or ions with the total composition C48H140N8O22. The level of theory is ωB97M-V/def2-TZVPD.

Each line ends with the Löwdin charge.
Positions of all 218 atoms, in Å:
C 4.1812 -8.0777 -10.5192  -0.098
C 4.2128 -7.9946 -9.0394  -0.341
O 3.0062 -8.5468 -8.6046  -0.077
H 5.1760 -7.9305 -10.9395  0.061
H 3.5285 -7.4084 -11.0798  0.079
H 3.9974 -9.1103 -10.8158  0.078
H 4.2691 -6.9764 -8.6544  0.115
H 4.9951 -8.6532 -8.6622  0.092
H 3.1190 -9.2422 -7.9524  0.085
C 10.6073 -13.4039 -10.4133  -0.069
C 9.9706 -14.7901 -10.6534  -0.294
O 9.3958 -14.7985 -11.9634  -0.092
H 11.1868 -13.0240 -11.2547  0.063
H 11.2608 -13.4159 -9.5410  0.057
H 9.7665 -12.7169 -10.3173  0.063
H 9.1889 -15.0114 -9.9268  0.102
H 10.7239 -15.5727 -10.5625  0.085
H 9.5788 -15.6374 -12.3927  0.061
C 12.4843 -6.1256 -4.0239  -0.070
C 12.4892 -7.6228 -3.6737  -0.237
O 11.5588 -8.2578 -4.6338  -0.110
H 12.9198 -5.9649 -5.0101  0.053
H 13.0670 -5.5216 -3.3284  0.069
H 11.4526 -5.7745 -4.0412  0.073
H 12.1384 -7.8022 -2.6574  0.117
H 13.5021 -8.0142 -3.7684  0.078
H 11.9688 -8.1296 -5.4924  0.028
C 13.8969 -3.3899 -11.5768  -0.094
C 13.0472 -3.2082 -12.8432  -0.283
O 13.7598 -2.2023 -13.6210  -0.084
H 13.8953 -2.4724 -10.9884  0.071
H 14.9193 -3.6733 -11.8268  0.078
H 13.5099 -4.1812 -10.9349  0.040
H 12.0190 -2.9431 -12.5966  0.097
H 12.8952 -4.1586 -13.3548  0.090
H 13.3169 -2.1060 -14.4673  0.073
C 9.8275 -11.7367 -6.0959  -0.061
C 10.7142 -12.8228 -6.7309  -0.311
O 11.3816 -13.6079 -5.7961  -0.076
H 9.1555 -12.1362 -5.3364  0.081
H 9.1955 -11.2247 -6.8216  0.053
H 10.4965 -11.0667 -5.5559  0.057
H 11.4129 -12.2444 -7.3353  0.090
H 10.1532 -13.5648 -7.2991  0.111
H 11.7397 -14.3546 -6.2817  0.032
C 8.6336 -9.5349 -12.4018  -0.087
C 7.8980 -9.4243 -13.6539  -0.324
O 8.4702 -8.4567 -14.4997  -0.103
H 9.6415 -9.9463 -12.4562  0.083
H 8.0692 -10.1931 -11.7411  0.080
H 8.6769 -8.5500 -11.9368  0.080
H 6.8950 -9.0607 -13.4303  0.118
H 7.9322 -10.3651 -14.2033  0.123
H 7.9037 -8.3453 -15.2666  0.094
C 6.3797 -11.8457 -8.3436  -0.070
C 5.7919 -13.2725 -8.1060  -0.292
O 4.4048 -13.0617 -8.2790  -0.093
H 6.0932 -11.1638 -7.5429  0.062
H 6.1011 -11.3725 -9.2852  0.066
H 7.4688 -11.8350 -8.3016  0.044
H 5.9709 -13.6338 -7.0933  0.106
H 6.1553 -14.0210 -8.8100  0.103
H 3.9569 -13.9030 -8.3943  0.080
C 16.8708 -12.4016 -7.4998  -0.072
C 17.3876 -13.0289 -6.2455  -0.314
O 18.4150 -13.9947 -6.5043  -0.078
H 16.3130 -13.1508 -8.0616  0.063
H 17.7404 -12.0660 -8.0648  0.053
H 16.1741 -11.5881 -7.2976  0.063
H 16.5362 -13.5862 -5.8548  0.091
H 17.6942 -12.3123 -5.4836  0.104
H 19.1783 -13.6630 -6.9827  0.073
C 11.6601 -2.7623 -7.5965  -0.075
C 10.5407 -2.5251 -8.5994  -0.293
O 9.6107 -3.5756 -8.4871  -0.113
H 11.3186 -2.4858 -6.5990  0.074
H 12.5824 -2.1930 -7.7126  0.062
H 11.9879 -3.7998 -7.5314  0.071
H 10.9132 -2.6029 -9.6208  0.105
H 10.0533 -1.5574 -8.4804  0.115
H 9.1961 -3.5748 -7.6213  0.091
C 16.1529 -6.7485 -2.9336  -0.079
C 16.4556 -7.8406 -1.9008  -0.343
O 15.2354 -8.1934 -1.3684  -0.068
H 15.6253 -7.0872 -3.8252  0.038
H 17.1002 -6.3249 -3.2672  0.071
H 15.5185 -5.9408 -2.5685  0.075
H 17.2381 -7.4986 -1.2234  0.109
H 16.8705 -8.7632 -2.3066  0.100
H 15.3885 -8.9518 -0.8001  0.093
C 14.3736 -6.9946 -10.5514  -0.725
O 13.6486 -6.7879 -9.5860  -0.012
N 15.6622 -7.2114 -10.5169  0.212
N 13.9267 -6.8996 -11.7625  0.209
H 16.1869 -7.3193 -11.3732  0.119
H 16.0466 -7.2396 -9.5834  0.086
H 12.9735 -6.5731 -11.8328  0.054
H 14.3461 -7.4105 -12.5262  0.105
C 10.6930 -5.8017 -11.0695  -0.771
O 11.2617 -6.5282 -11.8946  -0.021
N 9.6409 -5.1184 -11.3477  0.209
N 11.2293 -5.5302 -9.9582  0.226
H 9.2267 -4.5336 -10.6360  0.103
H 9.2518 -5.3119 -12.2594  0.129
H 10.5992 -5.1127 -9.2883  0.080
H 12.0197 -6.0552 -9.6122  0.076
C 19.9358 -10.8214 -9.0363  -0.807
O 20.3730 -10.6222 -7.9172  0.036
N 20.4601 -11.5895 -9.9876  0.156
N 18.9061 -10.2926 -9.5298  0.176
H 19.9574 -11.6710 -10.8598  0.102
H 21.3626 -12.0346 -9.9013  0.115
H 18.4856 -10.6644 -10.3694  0.116
H 18.4468 -9.5674 -8.9976  0.092
C 11.2633 -6.6184 -15.6350  -0.784
O 12.2324 -5.8840 -15.4918  0.015
N 10.3626 -6.7082 -16.5937  0.167
N 11.0710 -7.5814 -14.8227  0.158
H 10.2775 -6.0349 -17.3417  0.115
H 9.6720 -7.4221 -16.4107  0.087
H 11.4325 -7.3929 -13.8987  0.083
H 10.2523 -8.1703 -14.7664  0.065
C 12.2144 -15.5883 -13.5505  -0.058
C 13.5325 -16.1538 -13.0546  -0.480
C 13.7260 -15.9447 -11.5357  -0.033
O 13.6725 -17.5249 -13.4745  -0.043
H 12.0273 -14.5592 -13.2439  0.075
H 11.5209 -16.2193 -12.9947  0.068
H 12.0472 -15.6067 -14.6274  0.086
H 14.3015 -15.5487 -13.5348  0.118
H 13.9044 -14.8950 -11.3027  0.057
H 14.6012 -16.4863 -11.1767  0.083
H 12.8028 -16.2670 -11.0542  0.062
H 13.2479 -17.6926 -14.3190  0.081
C 7.0098 -8.0142 -6.2942  -0.043
C 8.5203 -7.8887 -5.9548  -0.512
C 9.1273 -6.7885 -6.8086  -0.052
O 8.5824 -7.6754 -4.5893  -0.031
H 6.5400 -7.0324 -6.2353  0.078
H 6.4296 -8.7766 -5.7745  0.077
H 6.8291 -8.2309 -7.3470  0.047
H 9.0889 -8.8124 -6.0629  0.113
H 9.0322 -6.9544 -7.8816  0.072
H 10.1766 -6.7525 -6.5158  0.067
H 8.6293 -5.8461 -6.5806  0.078
H 9.5264 -7.5433 -4.4757  0.051
C 18.7669 -6.8213 -6.3456  -0.018
C 17.9362 -7.9634 -6.9766  -0.464
C 16.5642 -8.0669 -6.3552  -0.029
O 17.7435 -7.5635 -8.3232  -0.095
H 19.7038 -6.7286 -6.8949  0.085
H 18.9470 -7.1551 -5.3237  0.082
H 18.2391 -5.8680 -6.3198  0.066
H 18.4480 -8.9245 -6.9273  0.122
H 16.7799 -8.5836 -5.4200  0.070
H 15.9629 -8.7050 -7.0027  0.071
H 16.0528 -7.1084 -6.2672  0.069
H 18.5600 -7.2166 -8.6901  0.097
C 15.3267 -4.3918 -6.1071  -0.072
C 16.2847 -4.1278 -7.2543  -0.476
C 15.4772 -3.6447 -8.4346  -0.056
O 17.3267 -3.2932 -6.7201  -0.033
H 14.6876 -3.5256 -5.9355  0.080
H 15.8450 -4.6320 -5.1788  0.073
H 14.6345 -5.2215 -6.2500  0.061
H 16.6436 -5.1198 -7.5285  0.107
H 14.8067 -2.8015 -8.2687  0.066
H 14.9657 -4.4393 -8.9778  0.066
H 16.1402 -3.1755 -9.1615  0.083
H 16.8618 -2.5113 -6.4131  0.085
C 13.9772 -17.1573 -5.5303  -0.050
C 13.6712 -15.8665 -6.2574  -0.519
C 14.7160 -15.6918 -7.3247  -0.045
O 12.4210 -15.9121 -6.8532  -0.045
H 14.1050 -17.9564 -6.2605  0.083
H 13.1606 -17.3902 -4.8470  0.085
H 14.8834 -17.1305 -4.9251  0.088
H 13.7590 -15.0521 -5.5383  0.134
H 14.6039 -14.6764 -7.7047  0.069
H 14.5750 -16.3688 -8.1672  0.085
H 15.6939 -15.6246 -6.8478  0.086
H 12.3267 -16.7575 -7.2982  0.111
C 10.8151 -9.2470 -8.8420  -0.007
C 12.0638 -9.2100 -7.9062  -0.490
C 13.2443 -9.9319 -8.4518  -0.040
O 12.5353 -7.9780 -7.4573  -0.059
H 10.7336 -10.2762 -9.1916  0.066
H 10.9779 -8.6832 -9.7605  0.069
H 9.8784 -8.9039 -8.4028  0.056
H 11.6463 -9.7156 -7.0354  0.101
H 13.0247 -10.9842 -8.6319  0.076
H 14.2280 -9.7878 -8.0050  0.071
H 13.3430 -9.4717 -9.4349  0.070
H 13.0290 -7.5969 -8.1872  0.025
C 15.0861 -12.5008 -12.1324  -0.047
C 15.2254 -11.2087 -12.9360  -0.482
C 13.9542 -10.3454 -13.0619  -0.035
O 16.1834 -10.4494 -12.2682  -0.065
H 14.4212 -13.1955 -12.6457  0.056
H 14.6744 -12.3381 -11.1363  0.077
H 15.9981 -13.0603 -11.9246  0.083
H 15.6921 -11.4189 -13.8984  0.133
H 13.0951 -10.7508 -13.5963  0.081
H 14.2246 -9.4606 -13.6381  0.069
H 13.6344 -10.0089 -12.0756  0.073
H 16.0727 -9.5265 -12.5082  0.062
C 13.0114 -11.2220 -3.5300  -0.042
C 13.9745 -11.1498 -4.7067  -0.458
C 15.3744 -10.6805 -4.1840  -0.034
O 14.1101 -12.4723 -5.1238  -0.054
H 13.4770 -11.8370 -2.7597  0.089
H 12.0193 -11.6168 -3.7489  0.075
H 12.8533 -10.2583 -3.0459  0.063
H 13.6403 -10.4523 -5.4748  0.123
H 15.7943 -11.2581 -3.3605  0.090
H 15.2710 -9.6632 -3.8064  0.046
H 16.0855 -10.6771 -5.0100  0.045
H 13.2058 -12.7936 -5.1014  0.041

The HOMO energy comes out at -9.3275 eV. As for the energy: -109010.9067 eV. The value obtained for the HOMO-LUMO gap is 9.5 eV.